{
  "formula": "C36H79B3NO18S8",
  "method": "ωB97M-V with the def2-TZVPD basis set",
  "species": ["C", "C", "B", "O", "B", "B", "O", "N", "C", "C", "H", "H", "H", "H", "H", "H", "H", "H", "H", "H", "H", "H", "H", "H", "H", "C", "C", "C", "S", "O", "O", "C", "H", "H", "H", "H", "H", "H", "H", "H", "C", "C", "C", "S", "O", "O", "C", "H", "H", "H", "H", "H", "H", "H", "H", "C", "C", "C", "S", "O", "O", "C", "H", "H", "H", "H", "H", "H", "H", "H", "C", "C", "C", "S", "O", "O", "C", "H", "H", "H", "H", "H", "H", "H", "H", "C", "C", "C", "S", "O", "O", "C", "H", "H", "H", "H", "H", "H", "H", "H", "C", "C", "C", "S", "O", "O", "C", "H", "H", "H", "H", "H", "H", "H", "H", "C", "C", "C", "S", "O", "O", "C", "H", "H", "H", "H", "H", "H", "H", "H", "C", "C", "C", "S", "O", "O", "C", "H", "H", "H", "H", "H", "H", "H", "H"],
  "positions_angstrom": [[2.934795, -3.151766, -1.168803], [1.387303, -2.659357, -0.943079], [1.055061, -1.177426, -1.655890], [2.113315, -0.463929, -2.399314], [-0.494816, -0.614507, -1.404561], [-1.619144, -1.258506, -2.426409], [-1.742726, -0.610446, -3.779695], [-2.562908, -2.408443, -2.127758], [-1.937559, -3.764726, -2.373158], [-3.130146, -2.358673, -0.725828], [2.994568, -4.309742, -0.893625], [3.313558, -3.028097, -2.282671], [3.705280, -2.618480, -0.444461], [0.692194, -3.427465, -1.493464], [1.109227, -2.512147, 0.196478], [2.235392, 0.479550, -2.082649], [-0.715964, -0.792049, -0.252906], [-0.458792, 0.570777, -1.575653], [-0.811668, -0.275755, -3.962831], [-1.663620, -4.209477, -1.300265], [-2.802811, -4.459252, -2.794415], [-0.982528, -3.755305, -3.049329], [-2.368431, -2.685030, 0.116955], [-3.999713, -3.176148, -0.689289], [-3.655735, -1.332380, -0.504885], [-3.808251, -1.733318, -8.507638], [-3.643227, -0.868357, -7.258954], [-3.943939, -1.749488, -6.047654], [-3.533282, -3.419779, -6.530507], [-4.749882, -4.204236, -6.555856], [-2.349925, -3.846898, -5.811001], [-3.075884, -3.032973, -8.208835], [-3.406756, -1.241407, -9.398398], [-4.872431, -1.933073, -8.681007], [-2.610608, -0.503105, -7.202175], [-4.299918, 0.006893, -7.283262], [-3.341103, -1.462958, -5.182202], [-5.005652, -1.723269, -5.787366], [-3.363224, -3.850374, -8.872367], [-1.991616, -2.889102, -8.235456], [-2.814253, 3.323868, 2.273246], [-3.778729, 2.470751, 1.450703], [-2.948015, 1.693043, 0.431313], [-1.331017, 1.482176, 1.161047], [-0.369484, 2.223415, 0.372281], [-1.141259, 0.087116, 1.504926], [-1.666101, 2.399992, 2.651331], [-3.298961, 3.745620, 3.158577], [-2.442194, 4.154745, 1.661973], [-4.301008, 1.769565, 2.112897], [-4.539151, 3.082857, 0.955746], [-3.382858, 0.712371, 0.222241], [-2.829145, 2.254103, -0.499682], [-0.770313, 2.935975, 2.969560], [-1.972290, 1.686380, 3.422080], [-1.100575, -8.272426, 0.466975], [-2.598337, -8.178301, 0.179837], [-3.221805, -7.314215, 1.274695], [-1.936145, -6.203861, 1.827733], [-1.611481, -6.523178, 3.202056], [-2.252762, -4.856246, 1.398619], [-0.650329, -6.852913, 0.778437], [-0.550198, -8.691835, -0.380261], [-0.930647, -8.919588, 1.335735], [-2.753316, -7.704492, -0.797108], [-3.066216, -9.167046, 0.142823], [-4.066093, -6.732502, 0.896139], [-3.538769, -7.918185, 2.129344], [0.310294, -6.810385, 1.294556], [-0.618399, -6.241942, -0.128614], [5.686432, -1.148688, 3.950502], [7.155250, -1.034941, 3.545243], [7.393098, -2.019742, 2.401712], [5.826833, -2.196718, 1.560789], [5.360490, -3.556002, 1.736871], [5.911688, -1.568603, 0.257438], [4.897466, -1.135499, 2.649691], [5.383418, -0.332335, 4.612603], [5.521304, -2.094374, 4.480454], [7.360711, -0.013884, 3.201492], [7.824285, -1.238505, 4.387177], [8.142547, -1.646834, 1.699014], [7.689936, -3.003394, 2.775861], [3.879626, -1.513199, 2.760717], [4.882136, -0.134399, 2.208546], [4.629546, -1.105863, -4.416737], [3.924433, -2.360980, -4.928690], [3.841442, -2.252026, -6.450305], [5.230424, -1.248653, -6.955903], [4.726087, -0.011752, -7.514344], [6.190378, -2.080236, -7.654049], [5.842997, -0.918973, -5.315269], [4.918492, -1.202330, -3.366103], [3.959232, -0.242677, -4.506342], [4.510451, -3.246350, -4.653666], [2.929929, -2.475402, -4.486234], [3.908752, -3.232694, -6.928090], [2.925003, -1.745868, -6.765923], [6.261662, 0.087735, -5.267929], [6.616394, -1.659870, -5.091718], [-4.914253, 8.101007, 6.178276], [-5.878729, 7.247890, 5.355733], [-5.048015, 6.470182, 4.336344], [-3.431017, 6.259315, 5.066078], [-2.469484, 7.000554, 4.277311], [-3.241259, 4.864255, 5.409957], [-3.766101, 7.177131, 6.556362], [-5.398961, 8.522759, 7.063608], [-4.542194, 8.931884, 5.567004], [-6.401008, 6.546704, 6.017927], [-6.639151, 7.859996, 4.860777], [-5.482858, 5.489510, 4.127272], [-4.929145, 7.031242, 3.405349], [-2.870313, 7.713114, 6.874591], [-4.072290, 6.463519, 7.327110], [12.204296, 2.080913, 3.158144], [12.191509, 1.897446, 1.641313], [10.909098, 1.149533, 1.280595], [9.717369, 1.561937, 2.546046], [9.406262, 0.362187, 3.294342], [8.688840, 2.408293, 1.974853], [10.811656, 2.570721, 3.526100], [12.975964, 2.788485, 3.475156], [12.405147, 1.119199, 3.645182], [12.194427, 2.880523, 1.155013], [13.076036, 1.355884, 1.291712], [10.524469, 1.457794, 0.305119], [11.059392, 0.066562, 1.296603], [10.580558, 2.451883, 4.586031], [10.667707, 3.612167, 3.223256], [-9.928264, 4.228544, 2.188605], [-10.010914, 5.754205, 2.177359], [-8.782833, 6.285486, 2.914669], [-7.504021, 5.055496, 2.706288], [-7.198718, 4.484498, 4.001234], [-6.477031, 5.579388, 1.828061], [-8.497986, 3.890074, 1.795553], [-10.651045, 3.777597, 1.502410], [-10.139186, 3.854302, 3.197513], [-10.002347, 6.112270, 1.140705], [-10.935375, 6.112829, 2.640672], [-8.443312, 7.236787, 2.497210], [-8.975546, 6.395995, 3.985332], [-8.210773, 2.869985, 2.056149], [-8.329919, 4.068378, 0.729247]],
  "forces_ev_per_angstrom": [[0.20, -1.00, 0.80], [1.28, 0.18, -1.01], [0.27, -0.22, 0.22], [-0.02, 0.27, 1.57], [0.43, 0.35, -0.26], [-0.18, 0.49, -1.19], [1.52, -1.31, 0.87], [0.54, 0.08, 0.59], [-0.96, -0.69, 0.98], [-0.90, -1.13, 0.15], [0.12, 2.28, -0.64], [-0.89, -0.14, 2.32], [-1.69, -0.97, -1.71], [1.09, 1.29, 1.45], [0.49, -0.68, -2.33], [-0.88, -1.76, -0.74], [-0.03, -0.69, -0.12], [-0.06, 0.69, -0.37], [-1.88, -0.28, 0.63], [-0.19, 0.74, -2.19], [2.04, 1.11, 0.51], [-2.03, 0.07, 1.11], [-1.37, 1.03, -1.64], [1.61, 1.59, 0.01], [1.31, -1.92, -0.43], [-0.16, 0.14, -0.20], [0.13, 0.24, -0.05], [-0.18, 0.53, 0.27], [0.55, 0.19, 0.70], [0.26, -0.17, 0.02], [-0.72, -0.28, -0.41], [0.11, 0.04, -0.64], [-0.06, -0.09, 0.07], [0.12, -0.03, -0.02], [-0.15, -0.06, 0.04], [0.12, -0.12, 0.04], [0.03, -0.19, 0.09], [0.15, -0.18, -0.05], [0.06, -0.03, 0.21], [-0.14, -0.06, 0.08], [-0.16, 0.32, 0.09], [-0.25, 0.01, 0.06], [-0.69, 0.03, -0.37], [0.65, -1.00, -0.37], [-0.22, -0.07, 0.67], [-0.04, 1.24, 0.75], [-0.16, 0.42, 0.48], [0.13, -0.06, -0.11], [0.00, -0.09, 0.09], [0.07, 0.07, -0.03], [0.07, -0.06, 0.06], [0.36, 0.13, -0.08], [0.16, -0.19, 0.13], [-0.02, -0.18, -0.12], [0.08, 0.05, -0.13], [0.09, -0.24, 0.03], [-0.10, -0.16, -0.35], [-0.63, -0.40, -0.15], [0.16, 0.90, -0.23], [-0.17, 0.19, -0.20], [0.10, -0.71, 0.66], [0.43, -0.23, -0.30], [-0.06, 0.07, 0.13], [0.03, 0.08, -0.09], [0.04, -0.05, 0.15], [0.03, 0.15, 0.00], [0.19, 0.05, 0.22], [0.11, 0.18, -0.04], [-0.18, 0.18, 0.03], [-0.02, 0.04, 0.17], [0.00, -0.21, 0.21], [-0.30, 0.30, 0.20], [0.66, 0.03, 0.28], [-0.31, 0.17, -0.40], [0.23, 0.33, -0.25], [0.04, -0.54, 0.34], [-0.36, 0.29, 0.36], [0.02, -0.12, -0.10], [-0.09, 0.10, -0.05], [-0.29, -0.48, 0.16], [-0.08, 0.10, -0.21], [-0.19, -0.16, 0.01], [-0.14, 0.07, -0.16], [0.11, -0.03, -0.24], [0.00, -0.18, -0.03], [-0.18, 0.18, 0.20], [-0.11, -0.18, 0.30], [-0.53, -0.41, 0.02], [0.14, -0.10, 0.19], [0.30, -0.28, -0.22], [-0.17, 0.40, -0.26], [0.21, 0.11, 0.44], [-0.14, 0.06, -0.15], [0.09, -0.16, 0.11], [-0.06, 0.11, -0.03], [0.19, 0.08, -0.06], [0.05, 0.27, -0.11], [0.22, 0.02, -0.02], [-0.02, -0.12, -0.20], [-0.07, 0.08, -0.14], [-0.08, 0.29, 0.00], [-0.26, -0.08, 0.11], [-0.23, 0.05, -0.25], [0.03, -0.32, -0.13], [-0.08, -0.39, 0.28], [0.27, 0.53, -0.21], [-0.03, 0.33, 0.53], [0.09, -0.03, -0.10], [0.00, -0.09, 0.11], [0.06, 0.05, -0.10], [0.08, -0.07, 0.05], [0.62, 0.39, 0.18], [0.15, -0.16, 0.15], [0.00, -0.20, -0.11], [0.09, 0.03, -0.14], [0.23, -0.11, 0.12], [0.29, 0.16, -0.16], [0.36, -0.22, -0.58], [-0.33, 0.44, -0.19], [0.54, 0.64, -0.30], [0.20, -0.65, 0.42], [0.34, 0.29, 0.38], [-0.11, -0.11, -0.02], [-0.04, 0.14, -0.01], [-0.01, -0.14, 0.08], [-0.16, 0.09, 0.02], [-0.14, -0.15, 0.24], [-0.15, 0.15, 0.06], [-0.16, -0.02, -0.17], [-0.08, -0.17, 0.02], [-0.22, -0.11, 0.13], [-0.31, 0.12, -0.21], [-0.41, 0.59, 0.16], [0.07, -0.20, -0.73], [-0.13, 0.04, -0.31], [-0.23, -0.24, 0.59], [-0.30, -0.42, -0.23], [0.12, 0.04, 0.12], [0.04, -0.01, -0.14], [0.01, -0.06, 0.15], [0.16, -0.02, -0.08], [0.14, -0.20, 0.16], [0.15, -0.08, -0.12], [0.17, 0.18, 0.00], [0.09, 0.01, 0.17]],
  "spin_multiplicity": 1,
  "charge": -1
}

=====

{
  "formula": "C5H7NO",
  "method": "ωB97M-V with the def2-TZVPD basis set",
  "species": ["C", "N", "C", "C", "C", "C", "O", "H", "H", "H", "H", "H", "H", "H"],
  "positions_angstrom": [[1.900990, -0.049540, 0.096042], [0.480654, 0.023185, -0.162543], [-0.138846, 0.049822, -1.397443], [-1.491605, 0.033791, -1.198041], [-1.723116, -0.016982, 0.210411], [-0.483322, -0.011233, 0.798880], [-0.062707, -0.033010, 2.093314], [2.137485, -0.939685, 0.687048], [2.250878, 0.834332, 0.638076], [2.423420, -0.113465, -0.860679], [0.452149, 0.072429, -2.302403], [-2.249971, 0.063074, -1.969567], [-2.678404, -0.090931, 0.712116], [-0.817605, 0.178214, 2.654789]],
  "forces_ev_per_angstrom": [[0.16, 0.00, 0.00], [-0.19, -0.02, 0.08], [0.00, -0.02, -0.06], [0.03, 0.00, -0.05], [-0.01, -0.02, 0.06], [0.01, 0.00, -0.28], [-0.17, 0.01, 0.07], [-0.02, 0.14, -0.08], [-0.05, -0.12, -0.07], [-0.08, 0.03, 0.14], [-0.10, 0.00, 0.14], [0.16, -0.04, 0.12], [0.15, 0.10, -0.02], [0.12, -0.07, -0.04]],
  "relative_energy_kj_mol": 62.04,
  "smiles": "Cn1cccc1O",
  "spin_multiplicity": 1
}

=====

Per-record Kohn-Sham gap, eV: 4.823 8.454
Per-record HOMO level, eV: -3.499 -7.668